{
  "formula": "C27H43FN3O6",
  "method": "the ωB97M-V functional and the def2-TZVPD basis",
  "species": ["C", "C", "O", "C", "O", "C", "C", "C", "C", "C", "N", "C", "C", "C", "O", "N", "C", "C", "C", "C", "C", "C", "C", "C", "C", "C", "F", "N", "H", "H", "H", "H", "H", "H", "H", "H", "H", "H", "H", "H", "H", "H", "H", "H", "H", "H", "H", "H", "H", "H", "H", "H", "H", "H", "H", "H", "H", "C", "O", "C", "C", "O", "C", "C", "O", "C", "H", "H", "H", "H", "H", "H", "H", "H", "H", "H", "H", "H", "H", "H"],
  "positions_angstrom": [[-2.6996, -6.8552, 5.2165], [-3.7922, -7.1459, 4.1580], [-4.9386, -6.3335, 4.4764], [-5.2164, -5.4145, 3.5117], [-6.2497, -5.4517, 2.8810], [-4.2118, -4.3012, 3.1556], [-4.4299, -3.0285, 3.9912], [-3.3633, -1.9219, 3.7253], [-3.5351, -1.4218, 2.3140], [-4.1557, -0.3287, 1.7985], [-3.9957, -0.4292, 0.4304], [-4.5515, 0.5720, -0.4937], [-3.5094, 1.2467, -1.3884], [-2.7816, 2.3819, -0.6517], [-2.9818, 2.5495, 0.5318], [-1.9203, 3.2291, -1.3952], [-0.5619, 2.9979, -0.9365], [-0.0362, 3.7080, 0.1110], [1.2433, 3.4542, 0.5697], [2.0371, 2.4941, -0.0264], [1.5062, 1.7951, -1.1077], [0.2271, 2.0395, -1.5480], [-3.3229, -1.5150, 0.0745], [-2.9439, -2.0431, -1.2882], [-2.3418, -3.4707, -1.2715], [-3.1609, -4.4930, -2.0973], [-1.0475, -3.3845, -1.7672], [-3.0223, -2.1091, 1.2361], [-2.6707, -5.7766, 5.4091], [-3.0622, -7.3096, 6.1462], [-1.7284, -7.2749, 4.9454], [-3.4232, -7.0049, 3.1351], [-4.0677, -8.1982, 4.2739], [-3.1819, -4.6776, 3.2968], [-4.3372, -4.1460, 2.0789], [-5.3954, -2.6017, 3.6892], [-4.4570, -3.3156, 5.0479], [-3.4336, -1.1137, 4.4543], [-2.3775, -2.4099, 3.7635], [-4.6698, 0.4367, 2.3581], [-5.3169, 0.1268, -1.1427], [-5.0675, 1.3438, 0.0810], [-4.0584, 1.6955, -2.2319], [-2.7991, 0.5511, -1.8432], [-1.9756, 2.9992, -2.3834], [-0.6099, 4.4849, 0.6092], [1.6088, 4.0184, 1.4233], [3.0353, 2.3017, 0.3543], [2.0943, 1.0268, -1.6033], [-0.1631, 1.4734, -2.3958], [-2.1934, -1.3819, -1.7294], [-3.8669, -2.0722, -1.8791], [-2.2478, -3.8992, -0.2680], [-2.4382, -5.0244, -2.7270], [-3.9288, -4.0256, -2.7154], [-3.5806, -5.2383, -1.4143], [-2.5105, -2.9549, 1.4357], [7.8778, 1.4849, -1.4840], [6.9797, 2.5642, -1.3310], [7.5285, 3.6795, -0.6452], [7.1428, 4.9919, -1.3035], [7.7402, 5.2360, -2.5682], [7.3363, 4.4453, -3.6779], [5.9071, 4.6554, -4.1379], [4.9773, 4.1000, -3.2206], [3.8380, 4.9017, -2.9999], [7.9143, 0.8832, -0.5691], [7.5145, 0.8605, -2.3003], [8.8850, 1.8276, -1.7400], [8.6203, 3.6137, -0.6003], [7.1334, 3.6692, 0.3779], [7.5087, 5.7941, -0.6573], [6.0593, 5.1098, -1.3508], [7.5456, 3.3892, -3.5032], [7.9891, 4.7547, -4.4980], [5.7654, 4.1524, -5.1025], [5.7298, 5.7274, -4.2781], [4.1015, 5.9579, -2.8828], [3.3591, 4.5610, -2.0812], [3.1254, 4.7863, -3.8246]],
  "homo_energy_ha": -0.3806,
  "charge": 1
}


{
  "formula": "C22H38BClN2O12V",
  "method": "the ωB97M-V functional and the def2-TZVPD basis",
  "species": ["O", "V", "O", "Cl", "O", "C", "O", "B", "O", "C", "O", "O", "C", "O", "C", "O", "O", "C", "C", "C", "C", "C", "C", "N", "O", "C", "C", "C", "H", "H", "H", "H", "H", "H", "H", "H", "H", "H", "H", "H", "H", "H", "H", "H", "H", "H", "H", "C", "C", "C", "C", "C", "C", "N", "O", "C", "C", "C", "H", "H", "H", "H", "H", "H", "H", "H", "H", "H", "H", "H", "H", "H", "H", "H", "H", "H", "H"],
  "positions_angstrom": [[-0.6666, 0.5381, -0.8586], [0.5016, 0.2096, 0.0975], [0.9204, -1.2741, -0.0550], [-0.2793, 0.2989, 2.5609], [-0.0390, 3.1431, 0.3135], [-0.1836, 4.2631, 0.7056], [0.0138, 5.3798, 0.0206], [-0.2941, 6.5308, 0.9067], [-0.6539, 5.9826, 2.2018], [-0.6171, 4.6834, 2.1565], [-0.8129, 3.9216, 3.0555], [0.8723, 7.4271, 1.0218], [0.5291, 8.6695, 0.7898], [1.1972, 9.6434, 0.9917], [-0.9938, 8.6451, 0.3690], [-1.3401, 7.3755, 0.3068], [-1.6929, 9.6063, 0.2401], [4.1122, 2.5446, -1.7264], [3.1893, 1.3215, -1.6909], [3.6151, 0.0634, -2.5033], [4.9057, -0.4621, -1.9764], [4.6967, -0.9661, -0.5257], [4.0566, 0.0832, 0.4238], [2.9786, 0.7820, -0.3259], [2.2001, 1.5776, 0.5335], [3.4707, -0.7368, 1.5887], [5.1511, 1.0434, 0.8971], [1.8401, 1.6753, -2.3476], [3.9616, 3.0312, -2.6881], [5.1524, 2.2230, -1.7217], [3.9568, 3.1610, -0.8441], [2.8358, -0.6665, -2.2665], [3.6018, 0.1931, -3.5859], [5.7022, 0.2861, -2.0572], [5.3470, -1.2749, -2.5629], [5.7053, -1.2302, -0.1932], [4.1550, -1.9096, -0.5315], [4.2656, -1.0412, 2.2647], [2.6450, -0.2435, 2.1074], [2.9684, -1.6131, 1.1813], [5.7384, 1.3363, 0.0287], [4.7988, 1.9429, 1.4090], [5.8690, 0.5650, 1.5634], [1.1620, 0.8339, -2.4637], [2.1251, 2.0666, -3.3262], [1.3555, 2.5282, -1.8639], [2.8000, 2.2139, 0.9595], [-5.8587, -3.4873, 0.0524], [-4.5676, -3.9660, -0.5988], [-3.9900, -2.8454, -1.4838], [-3.2832, -1.7399, -0.7284], [-2.2003, -2.3181, 0.2514], [-2.7290, -3.4593, 1.1206], [-3.5875, -4.3925, 0.3738], [-3.9626, -5.5179, 1.1386], [-1.4742, -4.1979, 1.5865], [-3.3821, -2.9011, 2.4147], [-4.9334, -5.0814, -1.5909], [-5.8176, -2.5333, 0.5888], [-6.2702, -4.2188, 0.7536], [-6.6640, -3.2389, -0.6477], [-3.4486, -3.1560, -2.3771], [-4.8832, -2.3318, -1.8642], [-3.9834, -1.2334, -0.0538], [-2.9126, -0.9615, -1.3929], [-1.8700, -1.4198, 0.7708], [-1.3708, -2.5595, -0.4165], [-1.7184, -5.0049, 2.2867], [-0.8647, -4.6803, 0.8176], [-0.7383, -3.6019, 2.1331], [-2.6937, -2.1668, 2.8276], [-4.3323, -2.4243, 2.1732], [-3.5486, -3.7259, 3.1089], [-5.6767, -4.7243, -2.3098], [-5.4138, -5.9423, -1.1207], [-4.0941, -5.4076, -2.2055], [-4.5530, -5.1338, 1.8115]],
  "homo_energy_ha": -0.2334,
  "relative_energy_ev": 0.000,
  "charge": -1
}